11
Properties=species:S:1:pos:R:3:forces:R:3:nbo_charge:R:1 method="wB97M-V/def2-TZVPD" largest_force_ev_per_a=5.3 multiplicity=1 smiles=C1Nc2n[nH]nc21 de_lowest_kcal_mol=106.3 gap_ev=9.2
N 1.230590 1.000487 0.976831 -0.98 1.18 -2.92 -0.28
N 0.584734 -1.224173 1.147815 0.21 0.75 0.13 -0.22
N -0.582575 0.958339 -0.940664 -2.69 2.21 -3.06 -0.60
N 1.390869 -0.201828 1.502392 1.17 -0.67 1.98 -0.19
C -1.195821 -0.414003 -0.902382 0.32 -0.44 0.64 -0.21
C 0.284774 0.739188 0.051066 1.26 -3.56 3.72 0.24
C -0.162988 -0.597762 0.274555 0.35 0.58 -1.52 0.05
H 2.208807 -0.244451 2.106849 -0.75 -0.81 -0.05 0.40
H -1.118729 -1.007620 -1.857168 0.27 0.54 1.11 0.21
H -0.384808 1.429966 -1.817363 -0.03 -0.09 0.38 0.39
H -2.254852 -0.438142 -0.541931 0.87 0.31 -0.40 0.22